# 1
A 12-piece molecular cluster, C18H20BCl33N2O5 overall, computed with the ωB97M-V functional and the def2-TZVPD basis.

The geometry in XYZ format:
```
79
Properties=species:S:1:pos:R:3:forces:R:3:lowdin_charge:R:1
C -1.704198 1.469785 -1.555446 1.32 -0.30 -0.13 -0.0191
C -1.680054 0.223551 -2.632985 -6.08 -3.06 -0.11 -0.2562
O -2.842090 -0.480897 -2.735556 7.48 4.12 0.50 -0.0776
N -0.525625 -0.161047 -3.529899 0.43 -0.14 2.51 -0.0821
C 0.256441 1.030498 -4.033892 0.75 0.47 -0.66 -0.0951
C 0.350445 -1.242698 -2.942323 1.94 -1.46 2.32 -0.0220
C 1.212357 -1.305714 -1.732088 -1.79 -0.90 -4.52 0.1160
B 1.416485 -0.107600 -0.625044 0.37 1.26 2.05 -0.4806
N 0.689244 -0.292058 0.729187 -0.23 0.10 -3.29 0.0900
O 2.233536 1.112868 -0.787527 -1.25 -2.74 1.96 -0.0037
C 1.891475 -2.825516 -1.809530 4.06 0.79 2.43 -0.1963
O 3.094213 -3.127358 -1.287117 -8.63 1.31 -3.81 -0.0245
O 0.935875 -3.641462 -2.575540 2.42 2.51 -1.37 -0.0104
C 0.489441 -2.715473 -3.665699 -2.04 -0.10 -4.79 -0.1436
O 0.216821 -3.035213 -4.937263 1.95 1.67 9.20 0.0293
H -1.773945 0.989772 -0.474877 -0.09 0.85 -2.39 0.0943
H -0.658844 2.044277 -1.599688 -2.40 -1.06 0.05 0.0971
H -2.618505 2.193090 -1.735300 2.00 -1.71 0.22 0.0678
H 1.216371 1.186286 -3.383085 -1.76 0.03 -1.27 0.0939
H -0.439236 1.975334 -4.052901 1.52 -1.96 0.22 0.0543
H 0.562202 0.803071 -5.153897 -0.56 0.48 2.36 0.1184
H -0.026700 0.463074 0.854483 0.97 -0.89 0.13 0.0767
H 0.210658 -1.224875 0.671562 0.34 1.44 0.47 -0.0259
H 2.471341 1.383800 0.164609 -0.66 -0.30 -2.05 0.0681
Cl -4.271762 -2.595874 -0.657452 0.21 -0.14 -0.05 0.5398
C -2.961319 -3.788447 -0.659778 -0.38 0.30 0.04 -1.5466
Cl -1.525500 -3.136602 0.148362 -0.04 -0.16 -0.06 0.5528
Cl -3.485807 -5.290677 0.119697 0.19 0.18 -0.12 0.4928
H -2.700786 -4.011734 -1.697522 -0.12 0.48 0.66 -0.1054
Cl -2.429055 -5.773162 -2.835580 0.21 -0.72 -0.63 0.6029
C -1.636129 -6.336031 -4.316774 0.21 -0.02 -0.37 -1.4910
Cl 0.079036 -6.665181 -4.017718 -0.31 0.06 0.01 0.5536
Cl -2.446412 -7.780721 -4.945808 0.07 0.22 0.11 0.5365
H -1.709151 -5.545609 -5.068140 0.05 -0.23 0.28 0.0220
Cl 3.773969 3.545923 -2.881031 0.09 -0.08 0.13 0.5232
C 4.793492 3.098033 -1.502821 0.07 -0.08 -0.03 -1.5361
Cl 6.481062 3.544852 -1.806175 -0.20 -0.09 0.03 0.5282
Cl 4.204247 3.864460 -0.017982 0.14 -0.16 -0.27 0.5042
H 4.742101 2.013812 -1.374470 -0.03 0.37 -0.05 0.0022
Cl 2.063365 3.109014 2.335896 -0.21 0.00 0.20 0.5063
C 2.042468 4.432208 3.514122 0.07 0.07 0.15 -1.5493
Cl 1.866437 3.797724 5.159117 -0.04 0.13 -0.26 0.5279
Cl 3.514192 5.409436 3.378398 -0.26 -0.11 -0.02 0.5263
H 1.183100 5.072099 3.298081 0.55 -0.42 0.11 -0.1040
Cl 2.516620 -3.623848 4.316339 -0.10 0.18 -0.16 0.5335
C 1.552733 -2.595191 3.242897 0.05 0.11 0.03 -1.4997
Cl 2.069627 -2.795453 1.559958 0.21 -0.48 0.36 0.5794
Cl -0.172154 -2.963366 3.411956 0.17 0.11 0.00 0.5176
H 1.712114 -1.552777 3.530335 -0.07 -0.33 -0.13 0.0227
Cl -7.466665 -4.471571 4.484187 0.13 -0.10 -0.10 0.5143
C -6.468474 -5.058528 3.143073 0.07 0.03 0.00 -1.5372
Cl -7.422307 -6.088658 2.062053 0.16 0.09 0.13 0.5156
Cl -5.766714 -3.699542 2.248615 -0.14 -0.19 0.21 0.4902
H -5.652477 -5.656324 3.557123 -0.29 0.21 -0.15 0.0188
Cl -2.280228 2.396339 -5.826264 -0.26 -0.02 -0.06 0.5583
C -3.853217 1.831695 -5.237730 -0.15 -0.21 -0.03 -1.5186
Cl -4.384003 2.801443 -3.853019 0.03 -0.09 -0.15 0.5383
Cl -5.059112 1.886861 -6.534703 0.19 -0.02 0.20 0.5325
H -3.746353 0.794223 -4.910804 0.00 0.32 -0.04 0.0058
Cl -0.351177 6.713097 3.489289 -0.41 0.35 0.00 0.5844
C -0.372074 8.036290 4.667514 0.14 0.26 0.17 -1.4997
Cl -0.548103 7.401806 6.312509 -0.01 0.10 -0.23 0.5273
Cl 1.099651 9.013518 4.531791 -0.10 -0.71 -0.52 0.4924
H -1.231442 8.676182 4.451473 0.28 -0.24 0.04 0.0245
Cl 5.136846 -1.123974 0.587761 0.15 -0.01 -0.04 0.5190
C 6.447288 -2.316546 0.585436 0.03 -0.15 -0.04 -1.5274
Cl 7.883106 -1.664703 1.393575 -0.15 -0.06 -0.14 0.5199
Cl 5.922800 -3.818778 1.364911 0.05 0.23 -0.15 0.5236
H 6.707820 -2.539835 -0.452309 -0.12 0.09 0.36 0.0219
Cl -1.775274 -10.328492 -1.218632 0.05 0.22 0.05 0.5151
C -1.189692 -8.841741 -0.453021 0.03 0.05 -0.08 -1.5386
Cl -2.178043 -8.439463 0.961511 0.11 -0.07 -0.14 0.4991
Cl 0.513898 -9.007119 0.005014 -0.21 0.07 -0.09 0.5187
H -1.274382 -8.025968 -1.175510 0.02 -0.24 0.23 -0.0233
Cl 0.341377 10.967836 6.654427 -0.08 0.72 0.52 0.4842
C 0.658379 12.709725 6.584956 -0.05 0.02 0.15 -1.5226
Cl 1.850368 13.075410 5.325988 -0.11 -0.05 0.16 0.5180
Cl -0.843776 13.604537 6.298242 0.19 -0.08 0.07 0.5176
H 1.067787 13.023903 7.548454 -0.14 -0.10 -0.35 0.0193
```
Positions in Å, forces in eV/Å.

Results
* orbital gap: 8.7 eV
* LUMO: -0.06687 Eh
* structure (SMILES): CC(=O)N(C)C1=C(B(N)O)C(=O)OC1=O.ClC(Cl)Cl.ClC(Cl)Cl.ClC(Cl)Cl.ClC(Cl)Cl.ClC(Cl)Cl.ClC(Cl)Cl.ClC(Cl)Cl.ClC(Cl)Cl.ClC(Cl)Cl.ClC(Cl)Cl.ClC(Cl)Cl


# 2
One molecule with the formula CH3OPS, computed with the ωB97M-V functional and the def2-TZVPD basis.

The geometry in XYZ format:
```
7
Properties=species:S:1:pos:R:3:forces:R:3:lowdin_charge:R:1
C 0.772231 -0.017837 0.008721 -1.57 3.15 -1.27 -0.2049
O -0.132362 -1.095123 -0.021906 1.95 -1.03 0.57 -0.6129
P -1.646976 -1.107809 0.047691 -2.80 5.61 0.50 0.7640
S -1.975555 1.349668 0.213991 -0.28 -4.74 -0.35 -0.0942
H 0.331067 1.006429 0.361087 0.56 -2.39 -0.08 0.0091
H 0.979691 0.156341 -1.022628 0.24 0.35 -0.97 0.0825
H 1.671903 -0.291671 0.413046 1.90 -0.96 1.59 0.0564
```
Positions in Å, forces in eV/Å.

Results
* orbital gap (spin up / spin down): 7.0 / 6.6 eV
* LUMO (spin up / spin down): -0.05595 / -0.06713 Eh
* energy relative to the best compared isomer or geometry (same formula, charge and spin): 52.1 kcal per mole
* structure (SMILES): COP=S


# 3
One molecule with the formula C5H10O2, computed with the ωB97M-V functional and the def2-TZVPD basis.

The geometry in XYZ format:
```
17
Properties=species:S:1:pos:R:3:forces:R:3:lowdin_charge:R:1
O -1.682833 -0.217767 -1.704933 1.99 -0.20 -0.77 -0.1810
C -0.009046 0.037353 -1.560428 -1.07 -0.69 -1.00 -0.0045
C 0.592074 0.710613 -0.293547 -1.11 -0.27 -0.30 -0.2473
C -0.722393 0.608428 0.497907 -0.61 0.18 0.62 -0.1593
C -0.413272 -0.502748 1.506435 -0.37 0.05 0.42 -0.1844
O 0.799333 -1.138974 1.105187 -0.10 -0.05 0.06 -0.1416
C 1.601145 -0.133147 0.538282 -0.24 0.13 -0.44 -0.1813
H -1.985070 -1.140296 -1.549214 0.98 0.62 -0.08 0.0787
H 0.351765 -0.974235 -1.656074 0.30 -0.11 -0.54 0.1096
H 0.006784 0.683872 -2.418805 0.51 -0.23 -0.48 0.1028
H 0.993768 1.733435 -0.436760 -0.56 -0.55 -0.29 0.1428
H -1.035482 1.570379 0.886849 0.06 0.00 0.65 0.1115
H -1.511967 0.264994 -0.260783 0.80 1.06 2.38 0.0641
H -1.172453 -1.289090 1.516031 0.03 0.13 0.15 0.1203
H -0.308481 -0.081185 2.512181 0.07 -0.18 0.10 0.1150
H 2.419725 -0.615876 -0.015168 -0.34 0.13 -0.07 0.1260
H 2.076401 0.484243 1.332841 -0.35 -0.01 -0.40 0.1286
```
Positions in Å, forces in eV/Å.

Results
* orbital gap: 10.3 eV
* LUMO: 0.03356 Eh
* energy relative to the best compared isomer or geometry (same formula, charge and spin): 89.2 kcal per mole
* structure (SMILES): OC[C@H]1CCOC1


Listing F_max for the structures above in their given order: 9.56 6.29 2.72 eV/Å.